Entry 1:
{"formula": "C15H24N4O2S", "method": "wB97M-V/def2-TZVPD", "symbols": ["C", "C", "C", "C", "C", "N", "N", "C", "N", "C", "O", "C", "C", "C", "O", "N", "C", "C", "C", "C", "C", "S", "H", "H", "H", "H", "H", "H", "H", "H", "H", "H", "H", "H", "H", "H", "H", "H", "H", "H", "H", "H", "H", "H", "H", "H"], "xyz": [[5.119401, 1.156870, -0.407146], [4.563669, -0.211556, -0.789336], [5.694082, -1.166716, -1.158680], [3.739463, -0.798713, 0.368447], [2.564100, 0.039913, 0.692179], [2.354881, 0.597410, 1.828749], [1.235628, 1.309337, 1.897554], [0.568828, 1.302243, 0.793034], [-0.634438, 1.943011, 0.639135], [-1.355081, 1.872855, -0.519235], [-0.920305, 1.290169, -1.491593], [-2.715712, 2.524664, -0.474406], [-3.766470, 1.559775, -1.044405], [-3.830469, 0.306881, -0.171123], [-4.599440, 0.201637, 0.761941], [-2.946784, -0.646542, -0.521799], [-2.765007, -1.870123, 0.232761], [-1.645645, -1.730764, 1.292133], [-0.502039, -2.646876, 0.836710], [-0.769263, -2.884493, -0.647786], [-2.291267, -2.988579, -0.700113], [1.299802, 0.375072, -0.491679], [5.684618, 1.581549, -1.233397], [5.777653, 1.070170, 0.454365], [4.316407, 1.844423, -0.151640], [3.901699, -0.095991, -1.655688], [6.359680, -1.311188, -0.310501], [6.274436, -0.763359, -1.984892], [5.300693, -2.135769, -1.457368], [4.356077, -0.876696, 1.265359], [3.396500, -1.799271, 0.091019], [-0.987370, 2.418445, 1.458048], [-2.980880, 2.802909, 0.546012], [-2.684008, 3.427400, -1.089629], [-3.504266, 1.297773, -2.069508], [-4.744051, 2.040585, -1.028362], [-2.273333, -0.458444, -1.249851], [-3.729974, -2.083610, 0.698580], [-1.317683, -0.692255, 1.339120], [-2.006212, -2.001868, 2.282227], [-0.547568, -3.595826, 1.372399], [0.475578, -2.203573, 1.021744], [-0.274435, -3.778152, -1.024676], [-0.427610, -2.029082, -1.233812], [-2.696655, -2.875478, -1.704553], [-2.609163, -3.953729, -0.305059]], "atomic_forces_ev_per_a": [[-0.2066, -0.1285, -0.1803], [0.2195, -0.0679, 0.1862], [-0.2640, 0.1354, -0.0756], [0.1499, -0.0393, -0.3561], [-0.6052, -0.0091, -0.6103], [1.3255, -0.6479, 0.4370], [-1.4584, 0.9621, 0.1685], [0.6534, -0.6162, -0.6502], [-0.2111, 0.2155, 0.1233], [-0.1987, 0.3995, 0.4698], [-0.0728, -0.0077, -0.4020], [-0.1297, -0.1040, -0.2416], [-0.0056, -0.0305, 0.2320], [-0.0129, 0.3056, -0.5799], [-0.2462, 0.0527, 0.4036], [0.2416, -0.3214, -0.2171], [-0.2953, -0.0592, 0.2327], [-0.0366, -0.0530, 0.1334], [0.0992, 0.0532, -0.0403], [-0.0214, -0.2018, 0.1047], [0.0529, 0.0875, -0.0572], [0.4612, 0.1162, 0.8672], [0.0771, 0.0765, -0.0561], [0.0980, 0.0020, 0.1224], [-0.0280, 0.1341, 0.0471], [0.0356, -0.0096, 0.0100], [0.1089, -0.0337, 0.1025], [0.1097, -0.0033, -0.0790], [0.0136, -0.1421, -0.0323], [-0.0242, -0.0332, 0.0246], [0.0596, -0.0647, 0.0630], [-0.0492, -0.0561, -0.1089], [0.0047, 0.0496, -0.0117], [0.0571, 0.0001, 0.0759], [-0.0110, 0.0602, 0.0042], [0.0433, -0.0855, -0.0029], [-0.1345, 0.1593, -0.0228], [0.1429, -0.0096, -0.0817], [-0.0410, 0.0230, 0.0372], [-0.0057, 0.0475, 0.0666], [0.0430, -0.0559, 0.0123], [0.0625, -0.0388, 0.0614], [0.0669, 0.0145, -0.0958], [0.0538, 0.0449, -0.0730], [-0.1059, -0.0665, -0.0157], [-0.0157, -0.0539, 0.0051]], "smiles": "CC(C)Cc1nnc(NC(=O)CCC(=O)NC2CCCC2)s1", "multiplicity": 1, "lumo_energy_ev": 0.57, "relative_energy_ev": 1.018}



Entry 2:
{"formula": "C40H40BaF5N4OPTe", "method": "wB97M-V/def2-TZVPD", "symbols": ["Ba", "C", "C", "C", "C", "C", "C", "C", "N", "N", "C", "C", "C", "C", "C", "C", "N", "C", "C", "C", "C", "C", "C", "N", "H", "H", "H", "H", "H", "H", "H", "H", "H", "H", "H", "H", "H", "H", "H", "H", "H", "H", "H", "H", "C", "C", "C", "C", "C", "C", "C", "P", "C", "C", "C", "C", "C", "C", "C", "C", "C", "C", "C", "C", "C", "C", "H", "H", "H", "H", "H", "H", "H", "H", "H", "H", "H", "H", "H", "H", "H", "H", "H", "H", "H", "H", "F", "Te", "F", "F", "F", "F", "O"], "xyz": [[0.326925, 0.327256, -0.840406], [3.448034, -1.922342, -1.493152], [2.973894, -2.277111, -0.079578], [1.704944, -3.089546, -0.050195], [1.763988, -4.475936, 0.033205], [0.590771, -5.207173, 0.109963], [-0.615971, -4.530014, 0.113246], [-0.585074, -3.150351, 0.010093], [0.536102, -2.440860, -0.091251], [2.903595, -0.639156, -1.974364], [2.670865, -0.660151, -3.419984], [1.652636, -1.706413, -3.790336], [1.866227, -2.600382, -4.827993], [0.878902, -3.525464, -5.127558], [-0.284091, -3.526293, -4.376958], [-0.408007, -2.595124, -3.359553], [0.534064, -1.704827, -3.062674], [3.830474, 0.441236, -1.605940], [3.295372, 1.829248, -1.873955], [3.715676, 2.569856, -2.968072], [3.209247, 3.847627, -3.150073], [2.313672, 4.350788, -2.223759], [1.947358, 3.541648, -1.160479], [2.415432, 2.308113, -0.988730], [4.545211, -1.881731, -1.520184], [3.151360, -2.713295, -2.182951], [3.754084, -2.850846, 0.423687], [2.817022, -1.360661, 0.495791], [2.727119, -4.969245, 0.060243], [0.620265, -6.286477, 0.187231], [-1.560015, -5.047977, 0.206306], [-1.513287, -2.586418, 0.018164], [2.271834, 0.314467, -3.718552], [3.605013, -0.820436, -3.980468], [2.791785, -2.568427, -5.387568], [1.016650, -4.233814, -5.934103], [-1.085186, -4.224249, -4.574915], [-1.313487, -2.550916, -2.765687], [4.024099, 0.358907, -0.535024], [4.786244, 0.323156, -2.139763], [4.427108, 2.147726, -3.666220], [3.510724, 4.439873, -4.003979], [1.895328, 5.342176, -2.323030], [1.244526, 3.894256, -0.412177], [-3.522997, -0.052779, -0.047213], [-4.015005, 0.282746, 1.334767], [-5.360460, 0.109072, 1.645637], [-5.852374, 0.413003, 2.905663], [-4.995487, 0.897906, 3.881789], [-3.652925, 1.074384, 3.585775], [-3.149787, 0.772954, 2.322228], [-1.373330, 1.024923, 1.944001], [-0.960404, 2.385221, 3.092854], [-0.179712, 2.160794, 4.222033], [0.163673, 3.207313, 5.066165], [-0.275517, 4.489688, 4.780348], [-1.052327, 4.719701, 3.653034], [-1.402896, 3.684011, 2.793891], [-2.259324, 3.966456, 1.588537], [-0.572637, -0.466840, 2.583676], [-1.313293, -1.545103, 3.081684], [-0.717755, -2.732929, 3.457275], [0.679420, -2.828439, 3.374394], [1.433989, -1.784900, 2.906441], [0.856332, -0.558327, 2.449499], [1.646647, 0.449145, 1.867082], [-4.323837, -0.460605, -0.662865], [-2.725214, -0.799971, -0.010841], [-3.128383, 0.829511, -0.554302], [-6.032139, -0.267660, 0.883038], [-6.903462, 0.271404, 3.122926], [-5.368195, 1.138434, 4.869100], [-2.982772, 1.457085, 4.346458], [0.163689, 1.154759, 4.432763], [0.773551, 3.018970, 5.940447], [-0.013855, 5.314240, 5.431557], [-1.396098, 5.724014, 3.432975], [-2.434206, 5.036188, 1.480063], [-3.230383, 3.471513, 1.668416], [-1.794567, 3.598849, 0.669751], [-2.389001, -1.447793, 3.172968], [-1.312606, -3.553160, 3.836369], [1.176061, -3.736384, 3.700274], [2.515424, -1.874954, 2.880117], [2.726465, 0.356381, 1.949339], [1.307246, 1.481152, 1.907801], [-3.140757, 1.003938, -4.593547], [-1.498525, 1.446741, -3.853750], [-1.391007, 2.750792, -5.170180], [-0.828676, 0.134703, -5.001982], [-1.843335, 0.018005, -2.620054], [-2.503837, 2.572971, -2.748690], [0.053152, 1.802182, -3.046011]], "atomic_forces_ev_per_a": [[0.1627, -0.4108, 0.4171], [0.0018, 0.0078, -0.0083], [-0.0035, -0.0031, -0.0097], [0.0101, -0.0063, 0.0038], [-0.0095, 0.0060, -0.0002], [-0.0089, 0.0087, 0.0043], [0.0110, -0.0134, -0.0018], [-0.0179, 0.0166, -0.0029], [0.0474, -0.0439, 0.0226], [0.0189, 0.0564, -0.0109], [-0.0130, 0.0627, -0.0185], [-0.0428, 0.0778, 0.0660], [-0.0156, -0.0093, -0.0283], [-0.0073, 0.0041, 0.0007], [0.0193, 0.0009, -0.0199], [-0.0193, 0.0368, 0.0091], [0.0120, -0.0134, -0.0686], [-0.0189, 0.0844, -0.0426], [0.0347, -0.0169, 0.0200], [0.0289, 0.0374, 0.0103], [-0.0107, 0.0030, 0.0115], [0.0366, 0.0072, 0.0086], [0.0023, 0.0025, -0.0392], [-0.0577, -0.0357, -0.1240], [0.0011, -0.0084, -0.0029], [-0.0134, 0.0038, -0.0009], [0.0023, 0.0039, -0.0015], [-0.0058, 0.0034, 0.0089], [0.0009, -0.0013, 0.0008], [0.0001, -0.0010, -0.0007], [-0.0001, 0.0007, -0.0003], [0.0229, -0.0129, -0.0032], [0.0125, 0.0065, -0.0029], [-0.0059, -0.0468, 0.0087], [0.0009, -0.0002, -0.0016], [0.0027, -0.0011, 0.0012], [-0.0003, -0.0025, -0.0004], [0.0050, -0.0045, 0.0109], [0.0036, 0.0016, 0.0001], [0.0032, -0.0530, 0.0182], [0.0018, 0.0011, 0.0009], [0.0003, 0.0019, 0.0004], [-0.0020, -0.0002, -0.0003], [-0.0234, -0.0078, -0.0168], [0.0071, 0.0120, 0.0175], [-0.0005, -0.0134, 0.0035], [0.0132, -0.0146, 0.0001], [-0.0023, 0.0018, 0.0133], [-0.0150, -0.0050, -0.0045], [-0.0144, 0.0202, 0.0101], [0.0215, -0.0056, -0.0225], [-0.0186, 0.0404, -0.0629], [0.0145, 0.0057, 0.0074], [0.0048, -0.0068, 0.0042], [0.0019, -0.0009, 0.0050], [-0.0013, 0.0082, -0.0025], [0.0015, -0.0097, 0.0020], [0.0203, 0.0031, 0.0206], [-0.0111, -0.0090, 0.0021], [0.0047, 0.0055, -0.0299], [-0.0123, -0.0016, -0.0108], [0.0105, 0.0027, 0.0073], [-0.0108, 0.0096, 0.0010], [-0.0132, 0.0070, 0.0050], [-0.0332, -0.0277, 0.0158], [-0.0059, 0.1481, -0.0357], [0.0001, 0.0129, -0.0052], [0.0015, 0.0097, 0.0130], [-0.0234, 0.0069, 0.0028], [-0.0003, 0.0010, -0.0003], [-0.0014, 0.0040, -0.0009], [-0.0015, -0.0043, 0.0015], [-0.0117, -0.0155, -0.0088], [-0.0068, 0.0120, 0.0034], [-0.0005, -0.0009, -0.0006], [0.0003, 0.0005, -0.0002], [-0.0009, 0.0013, 0.0017], [0.0034, 0.0016, -0.0033], [0.0051, 0.0071, -0.0016], [-0.0024, 0.0038, 0.0030], [-0.0118, 0.0140, -0.0013], [0.0028, -0.0011, 0.0001], [-0.0021, -0.0017, 0.0002], [0.0024, 0.0007, -0.0029], [-0.0008, -0.0142, 0.0098], [0.0076, -0.0106, 0.0020], [0.0086, -0.0457, 0.0553], [-0.0088, -0.0968, -0.0353], [-0.0015, -0.0329, -0.0234], [0.0272, 0.1213, -0.1847], [-0.2769, 0.1139, -0.0147], [-0.0239, -0.0336, -0.0030], [0.1875, 0.0333, 0.0298]], "multiplicity": 1, "lumo_energy_ev": 0.01, "relative_energy_ev": 2.330}